{"formula": "C45H44BaN7S2Si", "method": "ωB97M-V/def2-TZVPD", "species": ["Ba", "C", "S", "C", "S", "N", "N", "C", "C", "C", "C", "C", "C", "N", "H", "H", "H", "H", "H", "H", "H", "H", "C", "C", "N", "C", "C", "C", "C", "C", "C", "C", "N", "C", "C", "C", "C", "C", "C", "C", "C", "N", "C", "H", "H", "H", "H", "H", "H", "H", "H", "H", "H", "H", "H", "C", "Si", "C", "N", "C", "C", "C", "C", "C", "C", "C", "C", "C", "C", "C", "C", "C", "C", "C", "C", "C", "H", "H", "H", "H", "H", "H", "H", "H", "H", "H", "H", "H", "H", "H", "H", "H", "H", "H", "H", "H", "H", "H", "H", "H"], "coordinates": [[0.2684, 0.3709, 1.1496], [-2.1949, -5.0811, 1.1811], [-3.2251, -3.6167, 0.9020], [-2.1547, -2.1926, 1.1931], [-0.6293, -2.3813, 1.9194], [-2.8151, -1.1301, 0.8695], [-2.3016, 0.0964, 0.6343], [-3.0994, 1.0728, 0.8826], [-3.0373, 2.4372, 0.3759], [-4.2439, 3.0643, 0.2751], [-4.3803, 4.3704, -0.3178], [-3.3070, 5.0265, -0.7677], [-1.9558, 4.4387, -0.5520], [-1.8832, 3.0165, -0.1270], [-2.7956, -5.8201, 1.7088], [-1.3400, -4.7766, 1.7805], [-1.8541, -5.4845, 0.2288], [-4.0372, 0.8483, 1.3935], [-5.1358, 2.5322, 0.5756], [-5.3711, 4.8034, -0.3893], [-3.3574, 6.0240, -1.1873], [-1.3028, 4.5918, -1.4184], [2.7503, 3.0902, -1.6428], [1.8950, 2.0372, -1.3778], [0.8343, 2.1502, -0.5813], [0.5462, 3.3251, -0.0429], [1.3488, 4.4591, -0.2522], [2.4791, 4.3123, -1.0515], [0.9748, 5.7603, 0.2977], [-0.2525, 5.9675, 0.7722], [-1.2451, 4.8659, 0.7663], [-0.7045, 3.3953, 0.8230], [-0.5491, 2.5904, 1.9534], [-1.1706, 2.8680, 3.1261], [-1.3952, 4.1435, 3.6636], [-2.2555, 4.3579, 4.7436], [-2.8780, 3.3179, 5.3823], [-2.5033, 2.0024, 5.0351], [-2.9470, 0.8800, 5.7641], [-2.4339, -0.3555, 5.4910], [-1.4578, -0.4695, 4.4882], [-1.0704, 0.5362, 3.7369], [-1.5931, 1.7639, 3.9648], [3.6050, 2.9547, -2.2914], [2.0501, 1.0551, -1.8008], [3.1215, 5.1679, -1.2259], [1.7157, 6.5513, 0.2611], [-0.5591, 6.9400, 1.1417], [-2.0353, 5.0040, 1.4960], [-0.8831, 4.9921, 3.2345], [-2.4276, 5.3761, 5.0765], [-3.5988, 3.4851, 6.1731], [-3.6721, 1.0217, 6.5581], [-2.7498, -1.2359, 6.0341], [-0.9883, -1.4243, 4.2969], [2.8369, -0.6560, 0.2214], [2.6252, -1.9433, -1.0641], [1.3407, -1.4829, -2.4185], [-0.0137, -1.1940, -1.9347], [-0.7203, -0.1697, -2.7043], [-1.2715, -0.6586, -4.0474], [-2.1500, -1.9138, -3.8527], [-2.2130, -2.3145, -2.3764], [-0.7994, -2.4417, -1.8200], [4.1887, -2.1797, -2.1582], [5.0123, -3.3052, -2.0820], [6.1856, -3.4029, -2.8187], [6.5696, -2.3681, -3.6592], [5.7720, -1.2352, -3.7501], [4.6047, -1.1488, -3.0060], [2.3011, -3.6534, -0.3115], [2.6448, -3.8808, 1.0221], [2.4390, -5.1114, 1.6284], [1.8752, -6.1556, 0.9087], [1.5335, -5.9555, -0.4211], [1.7487, -4.7214, -1.0181], [3.3711, 0.2024, -0.2081], [3.4844, -1.0360, 1.0223], [1.3288, -2.2530, -3.2115], [1.7425, -0.5857, -2.9018], [-0.0444, 0.6714, -2.8694], [-1.5407, 0.2123, -2.0917], [-0.4370, -0.8771, -4.7192], [-1.8441, 0.1535, -4.5026], [-1.7235, -2.7521, -4.4120], [-3.1572, -1.7503, -4.2423], [-2.7162, -3.2751, -2.2648], [-2.7899, -1.5897, -1.7997], [-0.3010, -3.2377, -2.3914], [-0.8206, -2.7706, -0.7822], [4.7231, -4.1210, -1.4271], [6.8038, -4.2902, -2.7382], [7.4841, -2.4410, -4.2359], [6.0665, -0.4188, -4.4005], [4.0051, -0.2450, -3.0796], [3.0713, -3.0694, 1.6003], [2.7072, -5.2534, 2.6690], [1.7018, -7.1152, 1.3807], [1.0955, -6.7659, -0.9932], [1.4814, -4.5962, -2.0626]], "mulliken_charge": [1.3687, -0.7475, -0.1186, 0.3365, -0.4156, -1.3943, 1.0695, -0.8824, 0.7937, -0.8671, -0.4792, -1.1991, -0.0845, 0.1837, 0.4227, 0.1617, 0.1961, 0.2206, 0.4351, 0.3890, 0.4133, 0.4705, -1.4150, -0.3446, -0.3851, -0.8832, 2.1503, -1.0421, -0.9990, -1.4443, -0.4504, 1.3734, -0.7360, 0.1291, -1.0782, -0.5277, -1.1888, 1.1323, -0.7052, -1.0698, -0.2484, 0.1605, 0.2979, 0.5292, 0.5528, 0.4157, 0.3933, 0.4450, 1.5104, 0.5412, 0.3860, 0.3536, 0.3925, 0.3950, 0.5167, -1.2974, 0.6629, -1.5224, 1.0320, -0.0595, -0.9959, -0.7859, -0.8553, 0.3073, 0.2282, -0.2689, -0.7150, -0.4610, -0.6152, -0.2312, 0.6316, -0.4190, -0.5629, -0.5072, -0.8045, -0.0433, 0.1401, 0.2747, 0.5438, 0.8504, 0.3374, -0.0806, 0.2752, 0.4536, 0.3039, 0.4197, 0.5004, 0.1771, -0.1231, -0.4253, 0.3082, 0.3725, 0.3472, 0.3995, 0.1000, 0.2324, 0.3644, 0.3403, 0.3903, 0.3506], "relative_energy_kcal_mol": 79.0, "e_tot_ev": -88052.650, "charge": -1}

---

{"formula": "C4H7NO2S", "method": "ωB97M-V/def2-TZVPD", "species": ["C", "S", "C", "C", "N", "C", "O", "O", "H", "H", "H", "H", "H", "H", "H"], "coordinates": [[-2.6882, 0.0577, 0.5289], [-1.4858, -0.4242, -0.8617], [0.1957, -0.2285, -0.3489], [1.0644, -1.3419, -0.2792], [2.3570, -1.2640, 0.0457], [0.8216, 1.1184, -0.3707], [2.1000, 1.4477, -0.3119], [-0.0242, 2.1005, -0.2953], [-2.6307, -0.6730, 1.3690], [-2.6332, 1.0613, 0.8306], [-3.6995, 0.0145, -0.0445], [0.5914, -2.3482, -0.6390], [2.8455, -2.1511, 0.1647], [2.7677, -0.4156, 0.4327], [0.4186, 3.0464, -0.2201]], "mulliken_charge": [-0.7363, -0.1063, -0.3648, 0.0678, -0.3372, 0.7754, -0.7516, -0.4353, 0.2649, 0.2916, 0.2510, 0.2732, 0.2260, 0.2098, 0.3719], "relative_energy_kcal_mol": 40.9, "e_tot_ev": -20680.961, "charge": 0, "smiles": "CS/C(=C/N)C(=O)O"}

---

{"formula": "C4H8MgO3V", "method": "ωB97M-V/def2-TZVPD", "species": ["O", "Mg", "V", "O", "O", "C", "C", "C", "C", "H", "H", "H", "H", "H", "H", "H", "H"], "coordinates": [[-1.7301, -1.9056, 0.7214], [-2.2393, -0.9819, 2.3049], [0.1669, -1.3824, 1.0460], [-0.8243, 0.2012, 1.8017], [1.0244, 0.0525, -0.1462], [0.9984, -0.3852, -1.5225], [0.4399, 1.3277, 0.1317], [0.1055, -1.5697, -1.6290], [-0.1572, 1.3918, 1.5274], [2.0331, -0.5656, -1.8688], [0.6265, 0.4478, -2.1429], [-0.4077, 1.4268, -0.5685], [1.1770, 2.1195, -0.0653], [-1.1357, -1.8496, -0.9405], [0.5748, 1.5573, 2.3358], [-0.8239, 2.2698, 1.5667], [0.1718, -2.1543, -2.5517]], "mulliken_spin": [-0.0359, 0.0180, 3.0480, 0.0125, 0.0003, -0.1166, 0.0079, 0.9414, -0.0033, 0.0151, 0.0716, -0.0088, 0.0132, 0.0159, -0.0039, 0.0045, 0.0200], "relative_energy_kcal_mol": 47.0, "e_tot_ev": -41542.439, "spin_multiplicity": 5, "charge": 1, "s_squared": 6.02}

---

{"formula": "C3H3IrLiO2", "method": "ωB97M-V/def2-TZVPD", "species": ["O", "C", "C", "H", "H", "H", "O", "C", "Ir", "Li"], "coordinates": [[-0.7109, -1.3266, 1.2761], [-0.5261, -0.2591, 0.7303], [-1.2064, 0.2443, -0.5160], [-1.8049, 1.1146, -0.2502], [-0.4852, 0.5689, -1.2674], [-1.7855, -0.5392, -0.9995], [2.2358, 0.9733, -0.5352], [2.5702, 1.3068, -1.5646], [1.3182, 0.5546, 1.2441], [0.3947, -2.6376, 1.8823]], "mulliken_spin": [0.4880, 0.1509, 0.1236, 0.0016, 0.0115, 0.0064, 0.0790, 0.0290, 3.1078, 0.0022], "relative_energy_kcal_mol": 0.0, "e_tot_ev": -10256.604, "spin_multiplicity": 5, "charge": 3, "s_squared": 6.01}

---

{"formula": "C12H14P2", "method": "ωB97M-V/def2-TZVPD", "species": ["C", "C", "C", "C", "C", "C", "C", "C", "C", "C", "C", "C", "P", "P", "H", "H", "H", "H", "H", "H", "H", "H", "H", "H", "H", "H", "H", "H"], "coordinates": [[-3.5290, 1.4170, -0.1731], [-3.5155, 0.0032, -0.1077], [1.4395, -0.9555, -1.1743], [1.2309, -0.6166, 1.3784], [-2.4349, 2.2974, -0.1342], [-2.3915, -1.0151, 0.0389], [2.3435, -0.1175, -0.6580], [2.2874, -0.0335, 0.8158], [-1.1018, -0.6571, -0.0942], [-2.8200, -2.4729, 0.1684], [3.1662, 0.6382, -1.5816], [3.1554, 0.9962, 1.6056], [-0.8142, 1.9865, -0.2123], [0.3310, -1.6446, 0.1220], [-4.4792, 1.9222, -0.2995], [-4.4530, -0.5737, 0.0003], [1.3664, -1.2669, -2.2468], [1.3098, -0.8311, 2.4060], [-2.6955, 3.4447, -0.1294], [-3.8920, -2.6178, 0.5473], [-2.1545, -2.9700, 0.8302], [-2.7133, -2.9513, -0.7475], [2.7421, 0.5657, -2.4737], [4.1947, 0.3450, -1.7305], [3.2265, 1.6591, -1.2833], [2.9812, 1.0504, 2.6598], [2.9643, 1.9345, 1.1003], [4.2557, 0.4635, 1.3729]], "mulliken_charge": [-0.3275, -0.5612, -0.6379, -0.7733, -0.2293, 1.4612, 0.9942, 0.5946, -0.6309, -1.4792, -1.6850, -1.1429, 0.0855, -0.4445, 0.3079, 0.2168, 0.3528, 0.4976, 0.1761, 0.3708, 0.4061, 0.3783, 0.5183, 0.3325, 0.3352, 0.3828, 0.2662, 0.2346], "relative_energy_kcal_mol": 51.4, "e_tot_ev": -31242.578, "charge": 0}

---

{"formula": "C30H43Cl27N2O3S", "method": "ωB97M-V/def2-TZVPD", "species": ["C", "C", "C", "O", "C", "C", "C", "C", "C", "O", "C", "C", "C", "C", "C", "O", "C", "C", "C", "C", "C", "C", "C", "N", "S", "N", "C", "H", "H", "H", "H", "H", "H", "H", "H", "H", "H", "H", "H", "H", "H", "H", "H", "H", "H", "H", "H", "H", "H", "H", "H", "H", "H", "H", "H", "H", "H", "H", "H", "H", "H", "C", "Cl", "Cl", "Cl", "H", "C", "Cl", "Cl", "Cl", "H", "C", "Cl", "Cl", "Cl", "H", "C", "Cl", "Cl", "Cl", "H", "C", "Cl", "Cl", "Cl", "H", "C", "Cl", "Cl", "Cl", "H", "C", "Cl", "Cl", "Cl", "H", "C", "Cl", "Cl", "Cl", "H", "C", "Cl", "Cl", "Cl", "H"], "coordinates": [[6.5199, -0.2850, 1.2794], [5.2749, 0.3754, 2.0626], [4.0850, 0.4689, 1.0192], [2.9160, 1.2003, 1.5064], [1.7683, 0.3946, 1.2703], [1.1202, 0.2505, -0.0438], [1.7050, 1.0864, -1.2449], [0.8107, 2.4642, -1.2780], [-0.0980, 2.5711, -2.5913], [-1.4721, 2.7817, -2.1632], [-0.0949, -0.6670, -0.2844], [-0.7149, -0.8134, -1.7309], [0.2783, -1.5584, -2.7468], [1.1697, -2.6728, -2.0515], [2.6909, -2.2495, -1.8393], [3.5220, -3.1928, -2.5884], [-0.6638, -1.3986, 0.8395], [-1.9286, -2.3310, 0.7352], [-3.1697, -1.4299, 0.2973], [-4.4756, -1.6189, 1.1728], [-5.2886, -0.2321, 1.0733], [-5.3984, -2.6976, 0.4395], [0.0014, -1.2028, 2.1676], [-0.3647, -1.7533, 3.3714], [0.6113, -1.2836, 4.6645], [1.6602, -0.2970, 3.7768], [1.2323, -0.3285, 2.4837], [6.6147, -1.3864, 1.4945], [6.2806, -0.2040, 0.1654], [7.4864, 0.2532, 1.4521], [5.0666, -0.2834, 2.9477], [5.5756, 1.4199, 2.3545], [3.7329, -0.5353, 0.6480], [4.4812, 1.0233, 0.1137], [2.7741, 1.4200, -1.0855], [1.6695, 0.5568, -2.2283], [0.2337, 2.5130, -0.3170], [1.5281, 3.3591, -1.2695], [0.2519, 3.3529, -3.3322], [0.0129, 1.5708, -3.1158], [-1.6022, 2.2313, -1.3658], [-1.6542, -1.4253, -1.7235], [-0.9951, 0.2171, -2.0725], [0.8644, -0.8457, -3.3905], [-0.4040, -2.1143, -3.4606], [1.1891, -3.5469, -2.7707], [0.6990, -3.0887, -1.1104], [2.8666, -1.2508, -2.3271], [2.9843, -2.2627, -0.7527], [3.9505, -3.7226, -1.8917], [-1.7365, -3.2018, 0.0401], [-2.1407, -2.7669, 1.7570], [-2.8154, -0.3668, 0.2234], [-3.4380, -1.7343, -0.7618], [-4.2582, -1.9079, 2.2349], [-6.2093, -0.3976, 0.4393], [-5.5333, 0.1969, 2.0826], [-4.6947, 0.5609, 0.5323], [-6.4445, -2.6312, 0.8624], [-5.4991, -2.4353, -0.6555], [-4.9981, -3.7426, 0.5457], [-1.9234, 5.3903, -0.1804], [-0.4916, 5.6302, 0.8216], [-3.2650, 4.7648, 0.7867], [-2.3838, 6.8986, -0.9813], [-1.6821, 4.6559, -0.9457], [5.5325, 3.1943, -2.4759], [4.3410, 3.7188, -1.2836], [6.3853, 1.7796, -1.8774], [4.7647, 2.8424, -4.0309], [6.2432, 4.0027, -2.6197], [-2.1925, -6.4008, 0.5161], [-2.4496, -5.9514, -1.1757], [-0.6816, -5.7186, 1.1204], [-3.5536, -5.8724, 1.5140], [-2.1266, -7.4830, 0.5752], [-3.6837, 2.9644, -4.5719], [-4.9356, 3.7633, -5.5291], [-4.4007, 1.9873, -3.2896], [-2.6506, 1.9672, -5.6060], [-3.0668, 3.7297, -4.1095], [3.0424, 6.3290, -4.6592], [4.4855, 6.5655, -3.6712], [1.7099, 5.7038, -3.6711], [2.5736, 7.8364, -5.4515], [3.2721, 5.5964, -5.4270], [-1.1641, -5.6452, 5.1320], [-0.5634, -5.9315, 6.7726], [-0.5772, -4.0954, 4.5162], [-0.6836, -6.9638, 4.0548], [-2.2489, -5.6096, 5.1669], [-2.5161, 6.6269, -7.6230], [-0.8866, 7.0873, -8.1340], [-3.6475, 6.7414, -8.9759], [-2.5201, 4.9943, -6.9464], [-2.8383, 7.3174, -6.8495], [3.5799, -1.4182, 7.4749], [2.3265, -0.6032, 6.5289], [2.8558, -2.3985, 8.7548], [4.5971, -2.4144, 6.4281], [4.2046, -0.6600, 7.9372], [-4.1364, -3.7792, 7.5985], [-4.5723, -5.2090, 6.6507], [-4.2799, -4.1149, 9.3274], [-2.5005, -3.2439, 7.2012], [-4.8277, -2.9806, 7.3476]], "mulliken_charge": [-0.8035, -0.2782, 0.4685, -0.5632, 0.2600, 0.3474, 0.5744, -0.3551, -0.4050, -0.4503, 0.7516, -0.0170, -0.9465, -0.1979, 0.1213, -0.6103, -0.2892, -0.3859, -0.8548, 0.7392, -1.2215, -1.3884, 0.8164, -0.7907, 0.2880, -0.5542, 0.3786, 0.2812, 0.0886, 0.2776, 0.1886, 0.3014, -0.1258, -0.3062, -0.9847, 0.1700, 0.4711, -0.0588, 0.1753, 0.2783, 0.2814, -0.0625, -0.0266, 0.2871, 0.5881, 0.4940, -0.0020, -0.1113, 0.1447, 0.3607, -0.3030, 0.4777, 0.0703, 0.2200, 0.5254, 0.3313, 0.2629, 0.2527, 0.4456, 0.3761, 0.0269, 1.1548, -0.1400, -0.1440, -0.1556, -0.7384, -0.1048, -0.0447, -0.1108, -0.1196, 0.3944, -0.1015, -0.1363, -0.0968, -0.1126, 0.4298, 0.0535, -0.1187, -0.1093, -0.1330, 0.2461, 0.0255, -0.1234, -0.0188, -0.1279, 0.2459, 0.2402, -0.1168, 0.0780, -0.1463, -0.0092, 0.0157, -0.1180, -0.1263, -0.0400, 0.2753, -0.0132, -0.0803, -0.1213, -0.1217, 0.3369, -0.0123, -0.1384, -0.1261, -0.0327, 0.3128], "e_tot_ev": -389865.264, "charge": 0}